(1)
124
Properties=species:S:1:pos:R:3:forces:R:3:lowdin_charge:R:1 method="wB97M-V/def2-TZVPD" mol_weight_g_mol=1169.5 total_charge=-2 energy_ha=-10078.5328 e_lumo_ev=3.9 orbital_gap_ev=6.09
Sn 0.80357 -0.01947 -0.34633 -0.0326 0.2121 0.5069 1.18
C -7.75496 -0.17672 -0.43231 0.0144 -0.0113 0.0744 -0.06
C -6.94743 -0.16132 0.87517 -0.0049 0.0024 -0.0041 -0.57
C -7.44334 0.98777 1.76567 -0.0257 -0.0535 -0.0307 -0.06
C -7.20823 -1.48272 1.60142 0.0400 0.0847 -0.0449 -0.08
C -5.46535 0.03514 0.56529 -0.0116 -0.0748 0.0504 -0.20
C -4.47937 -0.84967 0.96967 -0.0002 0.0743 -0.0524 -0.11
C -3.15888 -0.59854 0.64586 0.1637 -0.0613 0.0286 -0.54
Br -1.85639 -1.86189 1.25733 -0.0056 0.0197 -0.0924 0.76
C -2.69328 0.51659 -0.08961 0.0067 -0.1482 0.0801 -0.42
O -1.45757 0.70791 -0.36808 0.1528 0.1143 0.0567 -0.33
C -3.73188 1.42435 -0.49456 -0.0204 0.0460 -0.0208 -0.09
C -5.04449 1.15801 -0.15626 -0.0681 0.0142 -0.0040 0.00
C -3.35021 2.67132 -1.29146 0.0749 0.0389 -0.0493 -0.53
C -4.56231 3.54033 -1.64281 0.0660 -0.0718 0.0309 -0.08
C -2.67492 2.25210 -2.60886 0.0388 0.0351 0.0932 -0.03
C -2.38626 3.53541 -0.46107 0.0610 -0.0451 -0.0719 -0.04
H -8.81473 -0.35897 -0.22729 -0.0104 0.0150 -0.0043 0.07
H -7.38573 -0.96668 -1.08853 -0.0184 0.0050 -0.0280 0.09
H -7.66965 0.77150 -0.96386 0.0099 -0.0044 -0.0211 0.07
H -8.51040 0.87819 1.98587 -0.0055 -0.0019 0.0025 0.07
H -7.29219 1.95209 1.27892 0.0016 0.0118 0.0072 0.07
H -6.89183 0.99727 2.70751 -0.0041 0.0185 0.0086 0.09
H -8.28010 -1.60191 1.77851 -0.0066 0.0004 0.0152 0.08
H -6.69723 -1.51143 2.56525 -0.0025 -0.0300 0.0083 0.08
H -6.86437 -2.32734 1.00172 -0.0109 -0.0351 0.0301 0.08
H -4.70024 -1.74255 1.53752 -0.0516 0.0076 -0.0063 0.08
H -5.80579 1.86380 -0.46658 0.0281 -0.0018 -0.0203 0.09
H -5.28323 2.99739 -2.25919 -0.0351 0.0173 0.0205 0.08
H -4.21787 4.40522 -2.21402 0.0001 0.0045 -0.0093 0.08
H -5.06410 3.91115 -0.74514 -0.0488 -0.0092 -0.0181 0.08
H -3.34952 1.62733 -3.19996 -0.0083 0.0335 -0.0412 0.09
H -1.76798 1.68526 -2.40933 -0.0022 -0.0427 -0.0431 0.07
H -2.41015 3.13697 -3.19561 -0.0205 -0.0027 -0.0241 0.08
H -2.82939 3.77275 0.50952 -0.0173 0.0503 0.0066 0.08
H -2.17116 4.47031 -0.98814 -0.0149 0.0149 0.0048 0.08
H -1.44933 3.00804 -0.30042 -0.0101 0.0018 0.0367 0.06
O 0.32093 -3.96248 -1.26346 0.0051 -0.1928 0.1447 -0.13
H 0.43545 -3.29912 -1.96104 -0.0724 0.0450 -0.0658 -0.09
H -0.35564 -3.58434 -0.68758 0.0224 0.0865 -0.0824 -0.02
O 1.26563 -2.03163 3.22249 -0.1628 0.2985 0.3416 -0.13
H 0.49730 -2.47281 2.84831 0.0097 -0.0303 -0.0626 -0.02
H 0.91965 -1.15580 3.49560 0.1671 0.0453 -0.0806 0.01
O 4.09301 1.75449 0.49729 -0.0958 -0.1321 -0.0970 -0.05
C 4.01389 0.96295 -0.43831 0.2933 0.2212 -0.0348 -0.58
O 3.17124 0.01885 -0.61924 -0.4115 0.1698 -0.0675 -0.34
H 4.77088 1.04460 -1.26467 -0.0949 -0.0372 0.1776 0.12
C -1.82995 3.29892 3.79343 0.1385 -0.0159 0.1021 -0.07
C -0.63261 3.25922 4.74282 -0.1485 0.0207 -0.1363 -0.18
C 0.70559 3.04694 4.01265 0.0517 -0.0928 0.4038 -0.31
C 1.86114 3.06559 5.03425 0.1754 0.0262 -0.0999 -0.18
C 3.22612 2.85805 4.37599 -0.1943 0.0312 0.0685 -0.07
C 0.90614 4.19687 3.04856 -0.0482 -0.0814 0.0108 -0.44
O 0.95362 5.35985 3.41122 0.0319 0.0093 0.0190 0.07
N 1.01572 3.85006 1.74171 0.0208 -0.0084 -0.3145 0.23
C 0.94042 2.54608 1.21886 0.1515 0.3907 0.6768 -0.56
O 1.00254 2.46335 -0.01316 -0.0418 -0.6815 -0.4425 -0.07
N 0.81149 1.50336 2.03488 -0.1012 -0.3240 -0.4235 0.16
C 0.69559 1.65254 3.36286 0.0352 0.0343 -0.0517 -0.45
O 0.58587 0.69248 4.12763 -0.0046 -0.1124 -0.0667 0.03
H -2.75981 3.38498 4.35771 -0.0304 0.0083 -0.0477 0.07
H -1.88234 2.39141 3.18750 -0.0404 0.0097 -0.0117 0.08
H -1.75817 4.15647 3.12143 -0.0608 -0.0128 -0.0415 0.07
H -0.75250 2.44357 5.45738 0.0829 -0.0153 -0.0094 0.12
H -0.56653 4.19844 5.29694 0.0244 -0.0036 0.0102 0.11
H 1.67388 2.26541 5.75115 -0.0748 0.0046 -0.0111 0.11
H 1.83401 4.01969 5.56581 -0.0271 0.0200 -0.0347 0.11
H 3.25081 1.91327 3.83087 0.0758 0.0005 -0.0441 0.07
H 4.01854 2.84313 5.12588 0.0267 0.0064 -0.0118 0.07
H 3.44216 3.65700 3.66434 0.0706 -0.0225 -0.0090 0.08
H 1.16415 4.57993 1.06106 -0.0206 0.0477 0.0170 0.16
C 2.83565 -6.57929 3.57316 -0.0131 -0.0022 0.0083 -0.12
C 2.07405 -6.50167 2.41566 -0.0224 -0.0610 0.0137 -0.11
C 2.13105 -5.36746 1.61837 0.0149 0.1516 -0.0682 -0.11
C 2.95319 -4.29390 1.95844 -0.0518 -0.0295 0.0659 -0.35
C 3.71730 -4.38613 3.11735 0.0242 0.0569 0.0027 -0.10
C 3.66126 -5.51864 3.91758 -0.0094 -0.0488 0.0136 -0.10
As 2.87775 -2.66499 0.83803 0.0058 -0.3183 -0.1139 1.35
C 4.06569 -3.35641 -0.55178 0.2827 0.0577 -0.0470 -0.29
C 3.75189 -4.22906 -1.58148 -0.1153 -0.0549 0.0334 -0.09
C 4.71854 -4.58290 -2.51393 0.0480 0.0016 0.0003 -0.10
C 5.99529 -4.04241 -2.43010 0.0110 -0.0129 -0.0177 -0.11
C 6.31716 -3.16785 -1.40376 0.0477 0.0582 0.0448 -0.04
C 5.36228 -2.83085 -0.44945 -0.1079 -0.1463 -0.1613 -0.19
C 5.57959 -1.96098 0.71701 -0.0510 0.1080 0.0975 -0.20
C 6.77080 -1.32421 1.04880 0.0172 0.0030 -0.0242 -0.03
C 6.84158 -0.53728 2.18856 0.0270 -0.0152 -0.0202 -0.09
C 5.72439 -0.36800 2.99456 0.0655 -0.0006 0.0241 -0.09
C 4.52787 -0.98465 2.65810 -0.2041 0.0017 0.0987 -0.09
C 4.45506 -1.78960 1.53387 0.1960 0.1509 0.0114 -0.34
H 2.77194 -7.45242 4.21252 0.0279 -0.0112 -0.0300 0.09
H 1.42190 -7.32317 2.14145 0.0002 0.0168 -0.0211 0.09
H 1.52314 -5.30058 0.72355 -0.0622 -0.0354 -0.0565 0.08
H 4.35081 -3.55770 3.40782 0.0059 -0.0202 0.0115 0.09
H 4.25685 -5.57104 4.82206 0.0003 0.0305 -0.0067 0.09
H 2.75235 -4.63848 -1.65555 -0.0614 0.0346 -0.0178 0.09
H 4.47756 -5.27386 -3.31312 -0.0374 0.0234 0.0000 0.09
H 6.74363 -4.30190 -3.17034 -0.0068 0.0010 0.0056 0.09
H 7.31471 -2.74630 -1.35215 0.0007 -0.0142 0.0181 0.10
H 7.64449 -1.42958 0.41575 -0.0064 -0.0208 0.0026 0.10
H 7.77211 -0.04231 2.44112 -0.0138 0.0131 -0.0039 0.09
H 5.78575 0.25977 3.87531 -0.0458 0.0156 -0.0171 0.09
H 3.64152 -0.83885 3.26476 0.0075 0.0278 0.0082 0.10
C -0.61709 1.92268 -8.41304 0.0341 -0.0243 0.0898 -0.07
C -0.43907 1.27337 -7.06410 -0.0355 -0.0149 0.0145 -0.30
C -1.39684 0.41626 -6.54243 -0.0086 0.0257 -0.0593 -0.04
C -1.22173 -0.22806 -5.32112 -0.0086 -0.0016 0.0720 -0.32
C -2.29578 -1.13743 -4.79319 0.1336 0.0579 -0.0201 -0.10
C -0.03945 -0.02046 -4.59881 0.0835 -0.1466 0.2513 -0.53
Se 0.29945 -1.01504 -2.98227 -0.0254 0.1999 -0.3537 0.61
C 0.91762 0.88559 -5.08238 -0.0057 0.0609 -0.0078 -0.30
C 2.16412 1.18677 -4.29986 -0.0696 -0.0725 -0.1046 -0.09
C 0.70180 1.50814 -6.30649 0.0032 0.0331 -0.0148 -0.04
H -1.60444 1.70531 -8.82218 -0.0013 0.0145 -0.0185 0.06
H 0.13144 1.55531 -9.12000 -0.0227 0.0212 -0.0413 0.07
H -0.50388 3.00737 -8.35045 -0.0113 0.0062 -0.0182 0.07
H -2.31078 0.23399 -7.10167 -0.0040 0.0126 -0.0011 0.10
H -3.19667 -1.07623 -5.40620 0.0053 -0.0213 -0.0252 0.07
H -2.53509 -0.86926 -3.76276 -0.0358 -0.0542 0.0082 0.05
H -1.93435 -2.16786 -4.77312 -0.0913 -0.0336 0.0452 0.07
H 1.91549 1.44861 -3.27087 0.0711 0.0157 0.0179 0.05
H 2.71976 2.00804 -4.75537 0.0094 -0.0059 -0.0109 0.07
H 2.80158 0.30156 -4.24969 0.0263 0.0192 0.1039 0.08
H 1.45487 2.19572 -6.68311 0.0050 0.0058 0.0170 0.11


(2)
15
Properties=species:S:1:pos:R:3:forces:R:3:lowdin_charge:R:1 method="wB97M-V/def2-TZVPD" mol_weight_g_mol=83.1 total_charge=0 energy_ha=-250.6102 smiles="C=C/C=C(/C)N" e_lumo_ev=1.1 orbital_gap_ev=8.91
N 1.14482 -1.02589 0.89281 -0.1035 -0.4088 -1.9706 0.09
C 0.84511 -0.05805 -0.11763 0.3616 1.2346 1.2607 -0.38
C -0.40695 0.37941 -0.37891 -0.2224 -1.0260 1.4255 -0.11
C -1.60552 -0.35220 0.07068 0.0133 1.3160 0.6385 -0.19
C -2.80828 0.24337 0.08885 -0.1114 -1.8773 -0.3078 -0.01
C 2.10511 0.68374 -0.53856 -0.4058 -0.6393 0.5526 -0.05
H 1.84673 -1.66277 0.52021 0.1187 -0.0423 0.4283 0.08
H 0.33353 -1.58034 1.12825 -0.0337 0.0197 0.1755 0.06
H -0.59286 1.44322 -0.37238 0.2725 0.2912 -1.4258 0.11
H -1.52271 -1.30330 0.59433 0.0297 -0.0714 -0.3968 0.08
H -3.64638 -0.36772 0.43021 0.0388 0.4851 0.0757 0.05
H -3.03189 1.14179 -0.44653 0.0682 0.5760 0.0177 0.05
H 2.59803 1.13465 0.32835 -0.1879 0.0758 -0.0580 0.08
H 1.95159 1.41561 -1.32243 -0.1307 -0.0017 -0.0561 0.07
H 2.78965 -0.09149 -0.87723 0.2924 0.0687 -0.3592 0.07